Record 1
70
Properties=species:S:1:pos:R:3:forces:R:3:mulliken_charge:R:1 method="wB97M-V/def2-TZVPD" e_homo_ev=-7.91 multiplicity=1 de_lowest_kcal_mol=523.8 homo_lumo_gap_ev=7.84 largest_force_ev_per_a=15.9
H 5.92111 -1.99359 0.36418 0.15 -0.67 -0.73 0.424
C -0.16804 -2.66797 -0.83397 -0.98 -1.92 -1.74 -0.927
C -3.21225 2.32369 -1.17147 -0.68 -2.61 1.83 1.199
H -2.38630 -0.39553 0.50794 -0.93 -0.20 0.69 -1.420
H 4.22618 -0.95138 1.40430 0.05 -0.37 0.19 0.382
C -0.43593 0.90884 5.08165 0.29 -3.36 -0.50 0.948
O 0.78317 1.13912 0.27751 -1.30 1.50 2.63 -0.474
H -5.14897 1.28072 -1.59717 -0.19 0.12 0.55 0.373
H 3.30111 1.80181 -0.47274 0.24 -0.74 0.97 0.360
H -2.70072 -2.00335 2.96099 0.19 0.07 1.05 0.521
H 1.09985 -0.14965 -1.35784 -0.54 1.64 0.88 0.339
F -0.67272 2.15298 5.23211 -0.41 2.03 -0.02 -0.227
C -2.61483 -0.98954 2.56992 -1.73 -0.85 -0.15 -1.120
H -3.60257 -0.54922 2.70623 0.21 0.56 0.63 0.421
H -4.21279 0.55979 -0.17860 -0.42 0.55 0.13 0.296
H 3.34693 -1.85601 0.13579 0.21 -0.25 0.31 0.230
H -1.83853 -1.32145 -0.51796 1.17 -1.33 -1.68 0.503
F 0.61916 0.70925 4.27985 0.58 0.38 0.31 -0.241
F -2.34472 1.64087 0.96096 2.89 -8.67 0.10 0.238
H -2.80405 2.63542 -2.13287 -0.75 0.40 0.19 0.382
H 3.60334 -0.14330 0.04724 1.05 -0.73 0.15 -0.250
F -0.63450 2.07401 2.19305 -0.23 0.79 0.27 -0.151
H -0.62552 -1.33290 0.67794 2.58 0.06 -0.75 0.219
H -2.41441 2.01723 -0.49498 -1.42 0.75 -3.42 -1.010
F 4.63166 -1.88582 -4.26991 -0.82 2.33 -0.78 -0.226
C 5.07626 -2.87573 -2.11955 -1.33 -1.66 4.34 0.467
F -0.18804 0.37191 6.29704 0.24 0.20 -0.41 -0.272
O -3.11272 3.06851 1.66556 -12.05 5.70 5.03 -0.675
C 2.75221 1.11247 -1.11431 1.02 2.98 -0.16 -1.452
O -3.90101 3.34869 -0.43387 -1.32 1.22 -0.80 -0.360
F -1.61725 3.59480 0.87182 8.23 1.01 -2.68 -0.320
F 2.06845 -1.58791 -4.52864 0.11 0.69 1.36 -0.305
H 3.40231 0.51451 -1.75300 0.43 0.75 1.99 0.500
H -1.85453 -2.66720 0.52385 1.72 -6.29 -4.58 0.421
O 4.90717 -3.88086 -1.39860 0.94 3.44 -2.51 -0.579
F 6.09363 -3.37917 -4.09193 -0.28 -0.55 -0.17 -0.289
C -1.61612 0.11273 4.47703 -4.42 0.38 0.25 0.252
H -1.56927 -1.97897 0.99163 -3.81 3.71 9.68 0.981
C -1.23717 2.29524 1.03958 2.36 0.95 -0.61 0.438
H 0.65206 -3.13744 -0.29071 0.10 0.25 -0.30 0.355
O -0.63149 1.74741 -1.28276 0.37 0.29 1.27 -0.590
F 0.60099 -0.22189 -3.73809 0.33 0.17 0.07 -0.273
C -1.16544 -2.00005 0.00602 7.61 -3.88 -9.88 -1.574
H 1.84296 -0.43503 0.14798 0.40 0.10 -0.19 0.278
O -1.55216 -0.26299 3.19439 1.62 0.01 -0.21 -0.143
C 1.60205 0.37245 -0.54342 0.27 -1.33 -0.59 -0.232
C -4.18141 1.04212 -1.15557 1.06 1.01 -1.32 -1.200
C 5.36297 -1.30627 -0.27155 2.18 -0.06 1.04 -0.697
H -3.81153 0.25589 -1.81369 0.45 0.06 -0.21 0.353
C -0.32242 1.74118 -0.10361 0.84 -0.40 -3.18 0.665
C 4.08572 -1.07869 0.33091 -3.23 0.23 1.11 -0.053
F 2.61865 -0.03105 -3.03597 0.54 -0.68 -2.94 -0.200
C 4.87800 -2.96248 -3.64050 1.24 -2.44 0.76 0.926
H -0.68935 -3.33375 -1.52177 -0.03 -1.26 0.80 0.335
C -3.91782 3.52924 0.88565 0.69 -1.37 0.81 0.411
O -2.66162 0.02904 5.11179 2.11 -0.14 -0.52 -0.558
F -5.52519 5.18810 0.24319 -0.11 0.41 -0.28 -0.247
F -4.38582 5.40472 2.07827 -0.46 0.59 0.40 -0.239
C -2.44503 -1.33363 1.05988 -8.80 8.83 9.89 0.961
C -5.02528 4.54909 1.28506 0.66 -0.62 -0.07 0.738
C 1.41553 -1.83863 -2.23259 1.88 -1.54 0.91 0.084
C 1.72306 -0.88656 -3.40073 -2.44 -1.57 -1.91 1.033
F 3.93059 -3.88541 -3.93721 0.87 0.62 0.20 -0.239
O 5.36710 -1.61336 -1.66172 -0.20 -1.02 -1.54 -0.293
H -3.36284 -1.90303 0.91318 -0.18 -0.02 -0.61 0.817
H 2.42200 1.90204 -1.78932 -0.77 -0.22 -0.47 0.558
O 2.32931 -2.52662 -1.74602 -2.89 1.74 -1.55 -0.520
O 0.15063 -1.70723 -1.78933 3.47 0.24 -2.14 -0.170
H 5.83823 -0.35282 -0.04093 0.88 0.08 -1.28 0.384
F -6.06203 4.00259 1.94042 0.47 -0.06 0.07 -0.266



Record 2
53
Properties=species:S:1:pos:R:3:forces:R:3:mulliken_charge:R:1 method="wB97M-V/def2-TZVPD" e_homo_ev=-8.61 multiplicity=1 de_lowest_kcal_mol=384.2 homo_lumo_gap_ev=8.94 largest_force_ev_per_a=17.9
C 1.08210 -1.86724 0.44614 -7.05 -1.41 1.54 -1.852
O -0.96502 3.87378 -0.39142 -0.51 0.71 -0.29 -0.201
H 6.74076 0.05486 0.19244 -0.61 -0.28 -0.87 0.412
C -2.72547 -1.49372 -0.15226 0.66 -2.41 4.27 -0.069
H -1.04222 -0.29480 0.24800 0.39 -0.64 1.14 -0.467
C 5.73410 -0.16985 -0.20475 0.08 -4.07 -2.55 -0.797
C 3.39567 0.24335 0.32140 -6.06 -1.80 0.94 -0.221
H 2.47568 3.21013 1.86277 0.98 0.26 0.18 0.385
H -1.52087 -1.24190 1.71370 -1.08 0.28 3.81 0.559
C 1.30527 3.00293 -0.09188 -1.13 7.26 4.42 -0.885
N -3.90796 0.82758 -0.38740 10.84 -13.95 -2.80 0.369
H -4.17202 -2.96362 0.17161 -3.60 -1.40 -1.30 0.631
C -3.68763 -0.59864 0.32320 -6.13 9.30 5.85 0.205
H -5.41037 1.69422 -0.59117 -1.72 2.07 -0.75 0.370
N -0.73436 1.66458 -0.55396 -0.95 2.61 -1.95 -0.291
F 5.07174 1.38026 1.46665 -0.49 -1.57 -1.96 -0.380
H 2.54667 0.76290 1.08952 2.91 -1.45 -2.44 0.110
H 6.07180 -1.64506 -1.93276 -1.47 0.23 1.46 0.283
C -0.16830 2.83838 -0.31300 1.47 -2.38 -0.80 0.649
N -0.36061 -2.40749 0.35646 -1.44 9.34 2.76 -0.114
H -3.26967 -2.78828 1.69459 0.38 -0.03 -3.88 0.233
H -2.37196 -3.86851 -1.42524 0.62 -0.77 4.16 0.179
C -1.41978 -1.22703 0.72333 2.27 -1.34 -7.59 0.365
H -2.60205 0.34941 -1.80650 -0.21 1.53 0.11 0.097
H 1.59626 -2.66064 0.52326 3.92 -6.09 0.34 0.920
H 2.11015 2.48488 -0.48918 0.54 -1.84 -0.91 0.526
H 1.12928 -1.48575 1.36810 0.15 2.40 3.45 0.508
H 3.70477 -1.96545 -2.03717 -4.31 -8.16 -10.99 0.900
H -2.73696 -1.43575 -1.18577 1.08 -0.12 -2.11 0.487
O -4.38292 -0.51272 1.45382 3.60 -2.32 -5.47 -0.708
N -2.24034 3.41092 -0.87519 2.46 -0.73 -0.46 -0.514
C 1.45036 -1.14410 -0.64443 7.08 3.67 2.33 -0.362
H -5.18338 1.50560 0.96189 -0.41 -1.27 2.09 0.444
C 3.92688 -1.50169 -1.33571 4.94 8.02 11.17 -0.925
H 1.17072 2.26598 1.93735 -2.71 -6.93 2.85 0.509
H 1.60366 4.21136 -0.34301 -1.08 -3.37 0.33 0.265
H 0.95069 3.91568 2.03403 -2.35 3.06 1.29 0.478
C 4.69552 0.38753 0.40287 3.21 4.43 4.46 0.638
H 1.24292 -1.64327 -1.40995 -1.27 -4.15 -6.87 1.059
O 0.25498 -4.25728 -0.26310 -2.21 -2.59 0.01 -0.764
C -3.19638 -2.86710 0.35816 2.77 2.79 5.65 -1.030
H -4.18478 2.58946 0.30487 1.06 2.60 0.12 0.411
C 5.28006 -1.27326 -1.18495 2.92 3.25 0.87 -0.493
C -0.74800 -3.58163 0.08653 3.16 -1.80 -2.09 0.666
C -2.21041 -3.84198 0.00212 -0.08 -3.70 -4.40 -0.229
H 1.04465 -0.25614 -0.70749 -2.45 4.64 -0.37 -0.153
C -1.96559 2.14188 -1.09800 2.24 2.70 4.47 0.423
C -3.03769 1.33245 -1.38556 -0.79 -7.43 -2.94 -1.167
C 3.02070 -0.83610 -0.51025 -2.67 0.94 -0.54 0.265
H -2.37527 -4.81014 0.53838 -0.09 0.36 -1.22 0.309
C 1.43354 3.12664 1.67338 4.25 2.61 -7.03 -1.423
H -3.59762 1.65863 -2.19816 -1.24 1.22 -1.48 0.647
C -4.60714 1.67223 0.11635 -9.88 7.72 3.98 -1.260



Record 3
54
Properties=species:S:1:pos:R:3:forces:R:3:mulliken_charge:R:1 method="wB97M-V/def2-TZVPD" e_homo_ev=-8.10 multiplicity=1 de_lowest_kcal_mol=0.0 homo_lumo_gap_ev=8.59 largest_force_ev_per_a=0.9
C 4.00373 -1.74629 -0.74079 0.12 0.16 0.20 -1.084
C -0.86817 1.86613 1.25727 0.15 0.25 0.16 -0.663
C 0.80997 1.64587 -0.98291 -0.17 -0.26 -0.09 -1.464
N -2.13367 -1.88139 1.27868 0.23 -0.71 -0.47 -0.371
H 2.90454 3.05959 1.17678 -0.01 0.00 -0.05 0.432
C 3.77756 1.61617 -0.10126 -0.34 0.08 0.21 0.564
C -0.06147 -2.86154 -0.06287 -0.48 -0.17 -0.15 0.255
O -1.90969 -4.37978 1.04856 0.24 0.10 0.17 -0.705
C 0.85400 -2.99466 0.96150 0.16 -0.05 0.12 -1.016
H -2.54073 -2.20013 2.14330 -0.06 -0.20 0.20 0.305
C 2.58298 -2.17768 -0.50957 -0.03 -0.01 -0.20 0.507
H -0.61002 0.92380 1.76856 -0.02 0.07 0.05 0.128
H 1.95325 -1.72674 -2.50605 0.05 0.05 -0.10 0.382
H -0.25280 -0.13629 -0.39334 -0.02 0.06 -0.08 0.152
C 4.47054 -0.70772 0.29293 0.20 -0.04 -0.21 -1.020
C 0.39966 2.70006 1.09715 -0.18 -0.16 0.25 -0.902
H 4.59656 -1.17685 1.27277 0.06 0.03 -0.07 0.388
H -5.78410 2.58950 0.81735 -0.09 0.06 0.04 0.433
H 1.54036 1.06552 -1.55099 -0.01 -0.01 -0.05 0.461
H 2.63772 0.23177 0.81811 -0.01 0.13 -0.03 0.296
N 1.36857 1.94151 0.32566 -0.01 0.20 0.05 0.289
H 0.82231 2.91234 2.08197 -0.01 0.02 -0.02 0.499
H -5.00134 -0.86453 -1.56176 -0.08 -0.09 -0.06 0.474
H -0.41972 -2.35975 -2.09238 -0.05 0.06 -0.15 0.482
H -3.37591 3.01573 1.00096 0.05 0.09 0.02 0.432
C 2.17616 -2.65871 0.73381 -0.17 -0.02 -0.03 -0.262
H 4.09411 -1.31721 -1.73928 0.03 -0.03 -0.02 0.355
N -1.42995 1.57973 -0.04735 0.36 0.20 -0.11 0.223
C 1.64621 -2.07984 -1.53275 0.03 -0.06 0.16 -0.371
H -2.61224 -0.48026 -1.37656 0.11 -0.06 -0.04 0.285
S -1.77919 -3.18549 0.26946 -0.22 0.63 0.49 1.413
H 4.66921 -2.61044 -0.68192 0.04 -0.02 -0.07 0.401
O -2.52533 -3.04602 -0.94798 0.22 0.19 -0.10 -0.638
C 2.65495 2.60496 0.21325 0.03 0.06 -0.10 -0.737
H -0.89140 0.68504 -1.84655 0.01 -0.06 0.01 0.737
F -6.85383 0.61255 -0.47373 0.11 0.02 0.00 -0.344
N 3.55269 0.39523 0.42149 -0.15 -0.39 0.16 -0.046
C -2.78640 1.29360 -0.14743 -0.42 -0.08 -0.13 0.469
C -3.27842 0.21055 -0.88625 0.22 0.26 0.09 -0.448
C -4.63862 -0.01795 -1.00138 -0.42 0.14 0.11 -0.542
C -3.71702 2.14888 0.45729 0.06 -0.11 0.01 -0.338
O 4.78342 1.92711 -0.70139 0.31 0.22 -0.23 -0.695
H 2.89845 -2.76887 1.52845 0.08 -0.01 0.12 0.366
H 0.14670 3.65555 0.60746 0.01 -0.03 0.04 0.299
C -0.48108 0.83946 -0.84850 0.19 0.12 -0.11 -0.642
C -5.07363 1.92517 0.35134 -0.14 -0.20 -0.07 -0.751
H -1.58712 2.40619 1.87017 0.03 -0.03 -0.02 0.558
H 5.42719 -0.28583 -0.02412 -0.05 -0.12 0.13 0.510
C -5.52349 0.83683 -0.37552 0.11 -0.08 -0.06 0.204
H -2.73891 -1.21469 0.81752 -0.09 0.12 -0.16 0.101
H 0.51803 -3.36297 1.91720 0.06 -0.04 0.19 0.432
C 0.32329 -2.42583 -1.31366 -0.11 -0.11 -0.10 -0.520
H 2.66640 3.40277 -0.54499 0.05 -0.10 0.05 0.334
H 0.59572 2.57584 -1.53765 0.03 -0.06 0.02 0.395



> What is the multiplicity in the first record?

1